Here is a 2-piece molecular cluster, C6H12N2O overall from the OMol25 dataset. Energies are from wB97M-V/def2-TZVPD.

Positions of all 21 atoms, in Å:
O  0.17  2.35  0.06
N  1.17  -0.80  -1.55
N  0.88  1.28  -2.45
C  -0.92  1.46  0.15
C  0.94  0.55  -1.42
C  1.22  0.37  1.15
C  0.58  1.01  -0.02
C  -1.04  -1.74  1.34
C  -1.71  -1.28  0.26
H  -1.58  1.49  -0.71
H  0.59  2.23  -2.24
H  -1.38  1.46  1.13
H  -2.64  -0.73  0.35
H  1.19  1.02  2.01
H  1.49  -1.08  -2.46
H  0.53  -0.59  1.38
H  2.24  0.06  0.96
H  -1.52  -1.72  2.31
H  1.51  -1.31  -0.76
H  -0.35  -2.56  1.24
H  -1.35  -1.48  -0.74

Values from the calculation:
Spin multiplicity: 1
Energy relative to the best compared isomer or geometry (same formula, charge and spin) (kcal/mol): 71.1
E (a.u.): -420.4705
Orbital gap (eV): 10.1
HOMO (hartree): -0.3382